Entry 1:
Computed, not measured: a structure of composition C3H7N3 at a distorted geometry, with ωB97M-V/def2-TZVPD.

Each line ends with the natural charge from an NBO analysis.
Atoms and positions in Å:
C: 1.22 0.58 -2.01  -0.043
N: 0.84 -0.79 -0.22  -0.084
N: 1.48 0.23 -0.82  -0.310
N: 1.02 -0.89 1.08  -0.406
H: 1.57 -0.11 1.45  0.336
H: 1.91 1.25 -2.52  0.190
H: 0.34 0.23 -2.54  0.162
C: -1.71 -0.04 0.33  -0.437
C: -1.50 -0.12 1.59  -0.322
H: -1.85 0.28 2.52  0.219
H: -2.41 0.52 -0.27  0.222
H: -0.77 -0.47 -0.28  0.217
H: -0.13 -0.65 1.69  0.256

energy above the lowest of the compared OMol25 structures with the same formula, charge and spin = 144.26 kcal/mol
Kohn-Sham gap (alpha / beta) = 8.06 / 8.06 eV
LUMO (alpha / beta) = -0.68 / -0.68 eV
total charge = 0
HOMO level (alpha / beta) = -8.736 / -8.736 eV
max |F| = 2.88 eV/Å
E_tot = -282.544355 Eh

Entry 2:
Computed, not measured: a cluster of 2 separate species, C3H9IN2 in total at a distorted geometry, with ωB97M-V/def2-TZVPD.

Each line ends with the natural charge from an NBO analysis.
Atoms and positions in Å:
C: -0.86 -1.60 0.58  -0.702
C: 0.09 0.31 -1.62  -0.450
C: -0.16 -0.33 0.73  0.285
N: 0.11 1.96 0.20  -0.650
N: -0.13 0.60 -0.20  -0.159
I: 3.17 -0.37 1.05  -0.785
H: -0.55 -2.27 1.40  0.269
H: -0.71 -1.94 -0.47  0.237
H: -1.93 -1.43 0.87  0.256
H: -0.01 1.28 -2.28  0.255
H: 1.17 -0.05 -1.72  0.260
H: -0.62 -0.46 -1.89  0.213
H: -0.26 0.04 1.72  0.209
H: 1.12 2.03 0.61  0.399
H: -0.41 2.23 1.03  0.364

energy above the lowest of the compared OMol25 structures with the same formula, charge and spin = 34.89 kcal/mol
Kohn-Sham gap = 6.78 eV
LUMO = -0.80 eV
total charge = 0
HOMO level = -7.586 eV
max |F| = 2.62 eV/Å
E_tot = -526.825992 Eh

Entry 3:
Computed, not measured: the molecule C3H7NOS at a distorted geometry, with ωB97M-V/def2-TZVPD.

Each line ends with the natural charge from an NBO analysis.
Atoms and positions in Å:
C: 0.82 -0.21 1.70  -0.629
C: 0.24 -0.73 0.35  0.046
C: -0.82 0.17 -0.24  0.090
H: 0.15 -0.06 2.54  0.211
H: 1.34 0.74 1.48  0.214
H: 1.61 -0.88 2.07  0.226
H: -0.18 -1.77 0.52  0.180
H: 1.04 -0.41 -1.32  0.491
H: -1.71 0.31 0.32  0.175
H: -1.41 1.52 -3.35  0.120
N: -0.59 0.60 -1.44  -0.591
O: 1.30 -0.91 -0.54  -0.713
S: -1.80 1.63 -2.06  0.180

energy above the lowest of the compared OMol25 structures with the same formula, charge and spin = 39.34 kcal/mol
Kohn-Sham gap = 9.94 eV
LUMO = 0.77 eV
total charge = 0
SMILES = C[C@H](O)/C=N/S
HOMO level = -9.167 eV
max |F| = 2.54 eV/Å
E_tot = -646.649291 Eh

Entry 4:
Computed, not measured: a structure of composition F6LiN3O12S6 at a distorted geometry, with ωB97M-V/def2-TZVPD.

Each line ends with the natural charge from an NBO analysis.
Atoms and positions in Å:
Li: -0.55 -7.44 -28.46  0.866
N: -0.22 -5.78 -27.46  -1.181
S: 0.83 -5.80 -26.22  2.454
O: 0.49 -4.89 -25.18  -0.931
O: 2.18 -6.07 -26.52  -0.911
F: 0.34 -7.20 -25.61  -0.512
S: 0.60 -4.60 -28.36  2.442
O: 1.71 -5.05 -29.11  -0.895
O: 0.55 -3.33 -27.73  -0.924
F: -0.54 -4.49 -29.45  -0.499
N: -1.93 -8.06 -29.85  -1.213
S: -2.07 -7.05 -31.16  2.479
O: -2.50 -5.74 -30.82  -0.917
O: -2.46 -7.67 -32.38  -0.917
F: -0.50 -6.87 -31.32  -0.504
S: -3.33 -7.82 -29.11  2.481
O: -4.50 -7.76 -29.93  -0.944
O: -3.23 -6.97 -27.97  -0.918
F: -3.53 -9.29 -28.52  -0.506
N: 0.21 -10.53 -29.13  -1.151
S: -0.30 -10.51 -27.57  2.486
O: -0.92 -9.27 -27.26  -0.956
O: 0.49 -11.19 -26.61  -0.913
F: -1.50 -11.51 -27.77  -0.498
S: 1.59 -9.76 -29.06  2.480
O: 2.64 -10.40 -28.34  -0.932
O: 1.46 -8.34 -28.89  -0.964
F: 2.08 -9.88 -30.57  -0.502

energy above the lowest of the compared OMol25 structures with the same formula, charge and spin = 4.34 kcal/mol
Kohn-Sham gap = 9.62 eV
LUMO = 4.89 eV
total charge = -2
HOMO level = -4.735 eV
max |F| = 3.93 eV/Å
E_tot = -4063.209441 Eh

Entry 5:
Computed, not measured: the molecule CH2OS2 at a distorted geometry, with ωB97M-V/def2-TZVPD.

Each line ends with the natural charge from an NBO analysis.
Atoms and positions in Å:
C: -0.01 -0.06 -0.10  0.211
H: -1.36 -1.64 0.77  0.160
H: 1.49 1.38 -1.01  0.160
O: 0.16 -0.75 -1.06  -0.552
S: -1.01 -0.42 1.28  0.013
S: 0.73 1.49 0.12  0.009

energy above the lowest of the compared OMol25 structures with the same formula, charge and spin = 1.51 kcal/mol
Kohn-Sham gap = 10.69 eV
LUMO = 0.58 eV
total charge = 0
SMILES = O=C(S)S
HOMO level = -10.113 eV
max |F| = 1.46 eV/Å
E_tot = -910.913173 Eh

Entry 6:
Computed, not measured: the molecule C6H10, with ωB97M-V/def2-TZVPD.

Each line ends with the natural charge from an NBO analysis.
Atoms and positions in Å:
C: 2.24 0.55 0.20  -0.610
C: 1.28 -0.63 0.40  -0.484
C: 0.06 -0.54 -0.45  0.169
C: -2.28 -0.46 -0.33  -0.642
C: -0.98 0.34 -0.29  -0.278
C: -0.80 1.70 0.05  -0.208
H: 2.75 0.44 -0.76  0.202
H: 1.65 1.47 0.20  0.263
H: 2.98 0.58 1.00  0.210
H: 1.76 -1.60 0.25  0.211
H: 0.90 -0.62 1.43  0.237
H: -0.14 -1.40 -1.11  0.184
H: -3.01 0.09 0.26  0.227
H: -2.67 -0.66 -1.33  0.218
H: -2.12 -1.42 0.17  0.198
H: -1.81 2.15 0.18  0.104

energy above the lowest of the compared OMol25 structures with the same formula, charge and spin = 108.84 kcal/mol
Kohn-Sham gap (alpha / beta) = 6.88 / 6.88 eV
LUMO (alpha / beta) = -0.98 / -0.98 eV
total charge = 0
HOMO level (alpha / beta) = -7.867 / -7.868 eV
max |F| = 0.54 eV/Å
E_tot = -234.429060 Eh

Entry 7:
Computed, not measured: a structure of composition C6H20FeN10O8 at a distorted geometry, with ωB97M-V/def2-TZVPD.

Each line ends with the Mulliken spin population.
Atoms and positions in Å:
Fe: 1.26 0.30 0.38  3.914
C: 2.16 2.60 1.16  -0.036
O: 2.81 1.55 1.06  0.241
O: 2.55 3.75 1.09  0.373
O: 0.93 2.46 1.16  0.308
C: -2.53 2.39 -0.26  0.002
O: -2.93 1.76 0.70  0.000
N: -1.33 2.69 -0.60  0.006
N: -3.32 2.96 -1.19  0.000
H: -1.19 3.39 -1.30  0.001
H: -0.63 2.56 0.12  -0.001
H: -4.29 3.08 -0.93  0.000
H: -2.91 3.73 -1.70  0.000
C: 0.53 -0.19 3.14  0.001
O: 1.30 -0.39 2.24  0.051
N: 0.22 -1.08 4.09  0.007
N: -0.27 0.86 3.20  0.002
H: 0.62 -2.01 4.01  0.000
H: -0.24 -0.61 4.85  0.001
H: -0.80 0.96 4.06  0.000
H: -0.15 1.66 2.60  0.005
C: 2.32 -2.41 -0.70  0.007
O: 2.46 -1.50 0.07  0.030
N: 2.23 -2.33 -1.97  0.001
N: 2.16 -3.65 -0.25  0.002
H: 2.43 -1.41 -2.33  -0.001
H: 2.48 -3.12 -2.55  0.000
H: 2.05 -3.85 0.73  0.000
H: 2.56 -4.26 -0.95  0.000
C: -1.54 -1.70 0.61  0.005
O: -0.74 -0.81 0.26  0.029
N: -1.34 -2.94 0.18  0.001
N: -2.55 -1.55 1.47  0.002
H: -0.57 -3.04 -0.48  0.000
H: -2.02 -3.65 0.40  0.000
H: -3.23 -2.27 1.64  0.000
H: -2.52 -0.58 1.78  0.000
C: 0.68 0.73 -2.80  0.009
O: 1.06 0.56 -1.62  0.033
N: -0.63 0.72 -3.00  0.004
N: 1.49 0.88 -3.79  0.004
H: -1.03 0.90 -3.91  0.000
H: -1.13 1.04 -2.18  0.001
H: 2.49 0.72 -3.81  0.000
H: 1.11 1.12 -4.69  0.000

Kohn-Sham gap (alpha / beta) = 9.67 / 6.49 eV
LUMO (alpha / beta) = -2.38 / -4.16 eV
total charge = +1
spin multiplicity = 6
HOMO level (alpha / beta) = -12.049 / -10.654 eV
max |F| = 5.57 eV/Å
E_tot = -2653.798879 Eh

Entry 8:
Computed, not measured: a structure of composition C28H27BrF6MnN4O4S, with ωB97M-V/def2-TZVPD.

Each line ends with the Mulliken spin population.
Atoms and positions in Å:
Mn: -1.75 1.68 1.30  3.965
C: -6.48 -0.50 2.80  0.000
C: -5.64 0.74 2.78  -0.009
C: -6.13 1.98 3.19  0.005
C: -5.33 3.11 3.12  -0.005
C: -4.05 2.97 2.63  0.000
Br: -2.90 4.46 2.49  0.011
N: -3.57 1.80 2.23  -0.058
C: -4.33 0.71 2.31  0.005
H: -7.34 -0.39 3.45  0.000
H: -5.90 -1.36 3.14  0.000
H: -6.84 -0.73 1.80  0.000
H: -7.14 2.06 3.56  0.000
H: -5.70 4.08 3.43  0.001
H: -3.87 -0.21 1.97  -0.009
C: 8.32 -5.14 -4.52  0.000
O: 8.08 -3.74 -4.50  0.000
C: 6.99 -3.29 -3.85  0.001
C: 6.06 -4.11 -3.20  -0.001
C: 4.98 -3.55 -2.56  0.001
C: 4.80 -2.17 -2.55  0.000
C: 5.73 -1.35 -3.20  0.001
C: 6.81 -1.90 -3.85  -0.001
N: 3.72 -1.50 -1.92  0.006
N: 2.91 -2.23 -1.34  -0.005
C: 1.81 -1.61 -0.70  0.006
C: 0.92 -2.51 -0.17  -0.004
C: -0.26 -2.13 0.50  0.038
C: -0.55 -0.80 0.67  -0.035
O: -1.63 -0.33 1.29  0.073
C: 0.37 0.15 0.14  -0.003
N: 0.03 1.46 0.34  -0.060
C: 0.77 2.43 -0.14  0.025
C: 1.94 2.17 -0.84  -0.008
C: 2.33 0.86 -1.04  0.013
C: 1.54 -0.21 -0.56  -0.014
H: 9.24 -5.28 -5.08  0.000
H: 7.51 -5.66 -5.03  0.000
H: 8.44 -5.53 -3.51  0.000
H: 6.18 -5.18 -3.20  0.000
H: 4.26 -4.18 -2.06  0.000
H: 5.58 -0.28 -3.19  0.000
H: 7.54 -1.28 -4.36  0.000
H: 1.15 -3.56 -0.30  0.000
H: -0.94 -2.88 0.88  0.002
H: 0.41 3.44 0.01  -0.001
H: 2.53 2.99 -1.22  -0.001
H: 3.23 0.64 -1.59  0.001
C: -0.88 -0.47 4.43  0.003
S: 0.13 0.70 3.54  0.014
C: 0.93 1.50 4.92  -0.001
O: -0.86 1.79 3.07  0.007
H: -0.22 -1.19 4.91  0.000
H: -1.50 -0.96 3.69  0.000
H: -1.48 0.06 5.17  0.001
H: 1.57 0.78 5.41  0.000
H: 0.18 1.90 5.59  0.000
H: 1.54 2.31 4.51  0.000
C: -2.17 1.00 -2.03  0.018
C: -2.91 2.16 -1.39  -0.018
O: -2.46 2.53 -0.14  0.032
C: -2.74 3.42 -2.27  -0.006
F: -3.46 4.45 -1.82  0.000
F: -3.09 3.19 -3.54  -0.001
F: -1.45 3.79 -2.26  0.000
C: -4.41 1.79 -1.25  0.012
F: -5.02 1.66 -2.43  0.001
F: -5.09 2.68 -0.53  0.001
F: -4.51 0.61 -0.60  0.000
H: -1.14 1.28 -2.22  -0.001
H: -2.63 0.71 -2.97  0.000
H: -2.18 0.14 -1.35  -0.002

energy above the lowest of the compared OMol25 structures with the same formula, charge and spin = 0.00 kcal/mol
Kohn-Sham gap (alpha / beta) = 5.95 / 6.48 eV
LUMO (alpha / beta) = -3.81 / -3.30 eV
total charge = +1
spin multiplicity = 5
HOMO level (alpha / beta) = -9.761 / -9.779 eV
max |F| = 0.19 eV/Å
E_tot = -6325.433757 Eh